25
Properties=species:S:1:pos:R:3 method="wB97M-V/def2-TZVPD" relative_energy_kj_mol=464.54 charge=+1 homo_ev="-12.687 / -12.687" homo_lumo_gap_ev="7.11 / 7.11" total_energy_ev=-13550.5198
H -5.315 0.628 -1.470
C -0.760 -0.197 0.591
H 2.063 1.231 0.807
N -1.886 0.250 0.142
C -1.195 -1.377 1.352
N -2.569 -1.658 1.178
C -4.396 0.567 -0.979
C 2.466 -0.574 0.142
C 2.932 0.866 0.188
H 1.628 -2.122 -1.024
C -2.960 -0.739 0.386
H 2.196 -0.650 -2.022
H -1.254 1.949 -0.971
H 0.140 0.103 0.263
H -3.488 2.452 -1.830
C 2.063 -1.123 -1.069
H 2.657 1.350 -0.777
H -0.680 -2.396 1.257
C -3.357 1.469 -1.344
C -2.109 1.298 -0.750
H -4.893 -1.199 0.160
H -1.116 -1.219 2.459
C -4.174 -0.418 -0.088
H 2.671 -1.017 1.106
H 3.803 0.961 0.700